{"formula": "C35H48O2P3PtSb", "method": "the ωB97M-V functional and the def2-TZVPD basis", "species": ["P", "C", "H", "H", "H", "C", "H", "H", "H", "C", "H", "H", "H", "P", "C", "H", "H", "H", "C", "H", "H", "H", "C", "H", "H", "H", "P", "C", "H", "H", "H", "C", "H", "H", "H", "C", "H", "H", "H", "Pt", "C", "O", "C", "O", "C", "C", "C", "C", "C", "C", "H", "H", "H", "H", "H", "H", "C", "C", "C", "C", "C", "C", "Sb", "C", "C", "C", "C", "C", "C", "C", "C", "C", "C", "C", "C", "H", "H", "H", "H", "H", "H", "H", "H", "H", "H", "H", "H", "H", "H", "H"], "xyz": [[-1.21215, -3.16438, -1.89528], [-2.81412, -2.72402, -1.19643], [-3.60535, -3.33420, -1.64834], [-3.03808, -1.65908, -1.36024], [-2.80893, -2.90653, -0.11075], [-0.79111, -2.36164, -3.44526], [0.15356, -2.79179, -3.82713], [-0.66427, -1.27581, -3.29036], [-1.59242, -2.53963, -4.18467], [-0.73252, -4.90292, -1.95378], [-1.24675, -5.40372, -2.79533], [-0.99224, -5.40104, -1.00270], [0.36201, -4.97622, -2.10238], [2.91199, -1.81817, 2.09175], [1.47121, -1.30433, 3.12831], [1.70175, -1.31439, 4.20510], [0.60773, -1.95510, 2.95538], [1.17369, -0.28706, 2.85667], [3.25290, -3.55502, 2.50969], [4.10774, -3.89471, 1.91576], [2.38676, -4.15660, 2.21225], [3.45334, -3.71414, 3.57549], [4.31969, -0.85843, 2.73705], [4.62559, -1.16566, 3.74432], [4.04520, 0.20136, 2.75308], [5.16124, -0.97338, 2.04739], [2.27445, 2.87008, -1.48682], [1.35547, 4.09634, -0.57163], [1.57404, 5.10000, -0.96563], [1.63151, 4.08056, 0.50060], [0.26619, 3.91926, -0.63058], [4.03438, 3.14066, -1.74669], [4.17657, 4.12791, -2.21964], [4.42913, 2.34964, -2.41154], [4.57072, 3.09557, -0.77975], [1.50448, 2.26733, -2.98880], [1.55755, 3.07545, -3.73861], [0.45351, 1.98888, -2.79595], [2.05442, 1.38435, -3.36019], [3.41141, -1.89117, -0.46742], [-0.10205, -2.44095, -0.63339], [0.04375, -1.91074, 0.40063], [2.23877, 1.45730, -0.33064], [1.96012, 1.06880, 0.74426], [5.22978, -1.28357, -1.51713], [4.08660, -0.88249, -2.21968], [3.10982, -1.83915, -2.57337], [3.26113, -3.18615, -2.17227], [4.34623, -3.56462, -1.35025], [5.31732, -2.58316, -0.97944], [6.02645, -0.56617, -1.36354], [4.03100, 0.13716, -2.60922], [2.29519, -1.56611, -3.25037], [2.54010, -3.92415, -2.49304], [4.38213, -4.56702, -0.93752], [6.09212, -2.81556, -0.24090], [-2.88946, -0.89551, 4.66208], [-3.42365, -1.41279, 3.47518], [-3.06271, -0.85815, 2.23781], [-2.17776, 0.22204, 2.18533], [-1.61708, 0.71766, 3.36680], [-1.97555, 0.16454, 4.60460], [-1.66720, 1.20125, 0.29335], [-3.50017, 0.91552, -0.82315], [-3.41768, 0.91122, -2.22313], [-4.58041, 0.75332, -2.98798], [-5.82127, 0.59427, -2.35715], [-5.89971, 0.61052, -0.96004], [-4.73985, 0.78792, -0.19144], [-2.00136, 3.25937, 0.91897], [-3.10684, 3.97521, 0.45261], [-3.34926, 5.27284, 0.92794], [-2.47475, 5.86055, 1.85095], [-1.35291, 5.14940, 2.29537], [-1.11404, 3.85139, 1.82513], [-3.18204, -1.31530, 5.62672], [-4.13061, -2.24494, 3.50619], [-3.50494, -1.26651, 1.32664], [-0.91249, 1.55120, 3.34651], [-1.54123, 0.57072, 5.52101], [-2.45584, 1.04927, -2.72547], [-4.51354, 0.75649, -4.07851], [-6.72526, 0.46214, -2.95524], [-6.86201, 0.49117, -0.45736], [-4.82425, 0.82666, 0.89700], [-3.79118, 3.53094, -0.27336], [-4.22491, 5.82016, 0.57352], [-2.66312, 6.87015, 2.22114], [-0.65797, 5.59846, 3.00914], [-0.22768, 3.31715, 2.17776]], "forces_ev_per_angstrom": [[-0.4, 0.2, 1.2], [-0.7, -0.5, -0.4], [-0.1, 0.2, 0.1], [0.2, -0.2, -0.2], [0.2, -0.1, -0.4], [0.2, 0.3, -0.1], [-0.5, 0.2, 0.2], [-0.2, -0.4, -0.1], [0.3, 0.0, 0.3], [-0.1, -0.2, 0.2], [0.1, 0.2, 0.4], [0.0, 0.2, -0.4], [-0.6, 0.1, 0.0], [1.0, -0.4, -0.9], [-0.1, 0.0, -0.4], [0.2, -0.1, -0.4], [0.2, 0.0, 0.0], [0.1, -0.1, 0.0], [-0.2, -0.1, 0.3], [-0.1, 0.1, 0.2], [0.1, 0.0, 0.1], [0.0, 0.0, -0.2], [0.0, 0.1, 0.1], [-0.1, 0.1, -0.2], [0.1, -0.1, 0.0], [-0.1, 0.0, 0.2], [-0.1, -0.2, 1.1], [-0.2, 1.2, -0.1], [-0.2, -0.1, 0.1], [0.1, -0.1, -0.6], [0.5, 0.0, -0.1], [0.2, 0.0, 0.2], [0.0, -0.3, 0.2], [-0.2, 0.4, 0.3], [-0.2, 0.2, -0.4], [-0.2, -0.1, -0.1], [-0.1, -0.3, 0.2], [0.4, 0.2, -0.1], [-0.2, 0.5, 0.2], [-4.9, 2.3, 7.0], [2.2, -0.1, -0.7], [-1.2, -0.2, -0.3], [0.6, -2.0, -0.2], [-0.1, 1.3, -0.7], [1.7, 1.0, -0.6], [1.1, 0.6, -1.8], [-0.2, -0.5, -1.6], [0.1, -1.1, -1.5], [0.3, -1.0, -0.4], [1.2, -0.7, -0.1], [0.0, -0.1, 0.2], [-0.1, -0.4, 0.2], [0.1, 0.0, 0.5], [0.0, 0.0, 0.0], [0.2, 0.1, -0.2], [-0.1, -0.1, -0.6], [0.1, 0.1, -0.2], [0.0, 0.3, -0.3], [-0.1, -0.6, 0.1], [0.4, 0.2, -0.4], [0.2, 0.0, 0.5], [0.0, 0.2, -0.4], [-2.5, 0.6, 1.6], [0.6, 0.0, -0.3], [-0.3, -0.1, -0.1], [0.1, 0.0, 0.1], [0.2, 0.0, 0.1], [0.3, 0.1, 0.0], [-0.2, -0.2, 0.2], [0.5, -0.1, 0.0], [-0.3, 0.2, -0.4], [0.1, -0.3, 0.1], [-0.1, -0.2, -0.2], [0.1, -0.4, -0.1], [0.3, 0.5, 0.2], [0.1, 0.1, -0.3], [0.2, 0.3, 0.0], [0.1, 0.1, 0.3], [-0.2, -0.3, 0.1], [-0.2, -0.1, -0.3], [-0.3, 0.0, 0.1], [-0.1, 0.0, 0.4], [0.3, 0.1, 0.2], [0.3, 0.1, -0.2], [0.0, 0.0, -0.3], [0.2, 0.2, 0.2], [0.3, -0.2, 0.1], [0.1, -0.3, -0.2], [-0.3, -0.1, -0.2], [-0.2, 0.2, -0.1]], "spin_multiplicity": 5, "gap_ev": [7.0057, 4.3469], "lumo_ev": [-10.9, -13.6], "charge": 4, "homo_ev": [-17.91, -17.97]}